#1
Formula: C11H15N2
Source: the Open Molecules 2025 dataset
Level of theory: wB97M-V/def2-TZVPD

Last column: Mulliken charge in e.
Geometry (Å):
C -0.076 3.470 0.037  -0.481
C -0.183 2.804 1.263  -0.555
C 0.550 2.899 -0.969  -0.716
C 0.198 1.460 1.380  -0.166
C 0.990 1.511 -0.919  -0.027
C 0.794 0.948 0.253  0.493
C -1.274 -1.058 1.156  -0.292
C -2.495 -0.927 -0.744  -0.517
C -1.077 -1.409 -1.169  -0.607
C 1.920 -1.413 0.845  -0.971
C 0.853 -2.245 0.203  -0.427
N -2.446 -0.713 0.691  -0.544
N -0.428 -1.481 0.150  0.124
H -0.195 4.544 0.169  0.352
H -0.540 3.395 2.133  0.352
H 0.624 3.562 -1.822  0.359
H 0.145 0.858 2.290  0.324
H 1.337 0.873 -1.861  0.337
H -1.028 -1.081 2.150  0.729
H -2.805 0.046 -1.259  0.324
H -3.194 -1.657 -0.934  0.336
H -0.963 -2.395 -1.455  0.582
H -0.487 -0.793 -1.934  0.185
H 1.729 -0.358 0.476  0.443
H 1.856 -1.365 1.899  0.338
H 2.978 -1.766 0.527  0.337
H 0.637 -3.192 0.668  0.352
H 1.172 -2.426 -0.884  0.337

net charge	+1
Kohn-Sham gap (spin up / spin down)	7.88 / 5.51	eV
spin multiplicity	1
molar mass	175.26	Da

#2
Formula: C11H15N2
Source: the Open Molecules 2025 dataset
Level of theory: wB97M-V/def2-TZVPD

Last column: Mulliken charge in e.
Geometry (Å):
C 3.075 -0.789 0.440  -0.756
C 2.517 -1.916 -0.095  -0.557
C 2.299 0.336 0.661  -0.768
C 1.200 -1.969 -0.338  -0.723
C 0.947 0.329 0.246  0.764
C 0.281 -0.926 -0.048  1.256
C -1.915 -0.160 0.743  -0.507
C 0.351 1.630 -0.009  0.913
C -0.658 1.858 -1.099  -1.313
C 0.815 2.877 0.537  -1.385
C -1.767 -2.290 -0.499  -0.947
N -1.127 -1.062 -0.010  0.310
N -3.156 -0.080 0.830  -0.232
H 4.026 -0.928 0.906  0.388
H 3.214 -2.785 -0.230  0.352
H 2.754 1.211 0.836  0.396
H 0.802 -2.938 -0.818  0.111
H -1.307 1.060 -1.406  0.345
H -0.154 2.067 -2.132  0.349
H -1.403 2.641 -0.880  0.371
H 1.652 2.819 1.245  0.403
H -0.169 3.304 1.030  0.332
H 1.047 3.522 -0.289  0.407
H -0.966 -2.917 -0.911  0.258
H -2.553 -1.883 -1.203  0.335
H -2.157 -2.823 0.464  0.333
H -3.592 0.506 1.520  0.296
H -4.056 -0.692 0.509  0.266

net charge	+1
Kohn-Sham gap (spin up / spin down)	6.65 / 6.65	eV
spin multiplicity	1
molar mass	175.26	Da

#3
Formula: C11H15N2
Source: the Open Molecules 2025 dataset
Level of theory: wB97M-V/def2-TZVPD

Last column: Mulliken charge in e.
Geometry (Å):
C -3.914 0.785 0.298  -0.287
C -3.710 -0.518 0.705  -0.480
C -2.910 1.619 -0.149  -0.758
C -2.422 -1.059 0.670  -0.577
C -1.609 1.051 -0.151  -0.024
C -1.435 -0.309 0.058  0.481
C 2.943 1.228 -0.281  -0.644
C 1.798 1.050 0.247  0.371
C 2.934 2.551 0.474  -0.290
C 1.476 2.318 0.851  -0.374
C -0.057 -0.860 -0.013  -0.242
N 0.154 -1.925 -0.625  -0.156
N 2.310 -3.537 -0.872  -0.852
H -4.875 1.206 0.418  0.386
H -4.594 -1.099 1.042  0.354
H -3.077 2.628 -0.425  0.449
H -2.435 -2.069 0.857  0.417
H -0.738 1.640 -0.601  0.301
H 3.675 0.635 -0.793  0.408
H 3.725 2.560 1.163  0.359
H 2.836 3.360 -0.341  0.232
H 0.863 2.704 -0.020  0.154
H 0.999 2.416 1.858  0.323
H 1.086 -2.182 -0.975  0.394
H -0.569 -2.570 -0.953  0.289
H 2.319 -3.828 0.047  0.256
H 1.925 -4.362 -1.323  0.264
H 3.302 -3.431 -1.169  0.247

net charge	+1
Kohn-Sham gap (spin up / spin down)	7.67 / 7.66	eV
spin multiplicity	1
molar mass	175.26	Da

Pick #2: it beats the second-best structure by 0.0571 hartree.

#1
Formula: C11H15N2
Source: the Open Molecules 2025 dataset
Level of theory: wB97M-V/def2-TZVPD

Last column: Mulliken charge in e.
Geometry (Å):
C 1.724 2.403 -0.350  -0.572
C 2.769 1.496 -0.156  -0.721
C 0.369 2.067 -0.202  -0.858
C 2.371 0.171 0.171  -0.674
C -0.007 0.711 -0.009  0.197
C 1.018 -0.137 0.227  1.023
C -2.552 1.578 0.047  -0.652
C -2.389 0.729 1.242  -0.611
C -1.553 0.368 0.004  0.552
C 1.784 -2.528 0.003  -1.117
C -1.988 -0.826 -0.707  -0.237
N 0.678 -1.622 0.308  -0.135
N -1.304 -1.787 -1.126  -0.494
H 1.851 3.439 -0.709  0.349
H 3.808 1.827 -0.383  0.372
H -0.392 2.874 -0.326  0.105
H 3.017 -0.526 0.601  0.592
H -3.499 1.493 -0.556  0.252
H -2.162 2.561 0.090  0.257
H -1.804 1.230 2.034  0.291
H 2.477 -2.169 -0.769  0.385
H 2.299 -2.665 1.001  0.404
H 1.274 -3.473 -0.279  0.378
H -3.024 -0.854 -1.003  0.470
H 0.433 -1.818 1.274  0.313
H -0.145 -2.034 -0.501  0.531
H -3.121 0.079 1.601  0.330
H -1.931 -2.588 -1.525  0.271

net charge	+1
Kohn-Sham gap	10.06	eV
spin multiplicity	1
molar mass	175.26	Da

#2
Formula: C11H15N2
Source: the Open Molecules 2025 dataset
Level of theory: wB97M-V/def2-TZVPD

Last column: Mulliken charge in e.
Geometry (Å):
C 0.325 2.674 -2.762  -0.495
C -0.857 2.961 -2.069  -0.671
C 1.144 1.616 -2.325  -0.813
C -1.299 2.158 -0.982  -0.500
C 0.660 0.872 -1.172  -0.116
C -0.507 1.167 -0.523  0.812
C -0.233 -1.866 -0.417  -0.217
C -0.619 -1.056 0.575  0.060
C -0.567 -3.157 0.290  -0.585
C -1.073 -2.235 1.469  -0.916
C -0.977 0.347 0.645  0.645
N -1.668 0.833 1.623  -0.288
N 2.742 -1.051 2.133  -0.665
H 0.807 3.496 -3.224  0.358
H -1.272 3.880 -2.215  0.439
H 2.141 1.522 -2.716  0.402
H -2.255 2.505 -0.558  0.317
H 1.371 0.161 -0.745  0.378
H 0.253 -1.723 -1.467  0.394
H -1.427 -3.768 -0.083  0.288
H 0.384 -3.686 0.386  0.267
H -0.294 -2.167 2.292  0.334
H -2.150 -2.477 1.656  0.340
H -1.815 0.267 2.493  0.299
H -2.115 1.751 1.679  0.251
H 2.859 -0.357 1.292  0.203
H 3.281 -0.669 2.880  0.240
H 3.163 -1.995 1.846  0.240

net charge	+1
Kohn-Sham gap	8.23	eV
spin multiplicity	1
molar mass	175.26	Da

Pick #1: it beats the second-best structure by 0.0167 hartree.

#1
Formula: C9H9NO2
Source: the Open Molecules 2025 dataset
Level of theory: wB97M-V/def2-TZVPD

Last column: Mulliken charge in e.
Geometry (Å):
C -2.183 0.708 -0.652  -1.593
C -0.645 0.404 -0.676  -0.148
C -0.105 -0.496 0.386  1.051
C -0.885 -1.331 1.289  -1.472
N 1.133 -1.398 -0.112  -0.345
C 2.371 -0.791 -0.128  0.295
O 3.323 -1.409 -0.375  -0.552
C 2.038 0.640 0.160  0.217
C 1.683 1.651 -0.685  -1.146
C 0.280 1.668 -0.169  1.107
O 0.241 1.948 1.104  -0.324
C 0.751 0.618 1.027  -0.377
H -2.495 0.568 0.335  0.434
H -2.885 0.073 -1.253  0.301
H -2.347 1.697 -0.866  0.429
H -0.138 0.082 -1.668  0.417
H -1.883 -0.856 1.406  0.278
H -0.389 -1.397 2.185  0.431
H -0.980 -2.341 0.978  0.386
H 0.957 -2.184 -0.749  0.262
H 2.157 2.148 -1.538  0.348

net charge	0
Kohn-Sham gap	8.50	eV
spin multiplicity	1
molar mass	163.18	Da

#2
Formula: C9H9NO2
Source: the Open Molecules 2025 dataset
Level of theory: wB97M-V/def2-TZVPD

Last column: Mulliken charge in e.
Geometry (Å):
H 2.899 2.404 0.152  0.210
N 2.030 1.943 -0.051  -0.536
C 2.113 0.726 -0.376  0.164
O 3.065 -0.168 -0.773  -0.424
C 0.573 -0.145 -0.470  -0.387
C 0.345 -1.036 -1.393  -0.261
C -0.942 -1.785 -1.396  -0.601
C -1.947 -1.347 -0.606  -0.654
C -1.765 -0.015 0.081  -0.047
C -2.849 0.782 0.221  0.359
O -3.692 1.557 0.065  -0.389
C -0.424 0.385 0.502  0.884
C -0.134 0.264 2.028  -1.377
H 3.913 0.213 -0.499  0.342
H 0.994 -1.447 -2.110  0.456
H -1.054 -2.550 -2.102  0.438
H -2.816 -1.972 -0.702  0.396
H -0.190 1.528 0.418  0.319
H 0.643 0.969 2.204  0.370
H 0.297 -0.706 2.198  0.362
H -1.058 0.401 2.608  0.377

net charge	0
Kohn-Sham gap	8.03	eV
spin multiplicity	1
molar mass	163.18	Da

Pick #2: it beats the second-best structure by 0.1277 hartree.

#1
Formula: C9H9NO2
Source: the Open Molecules 2025 dataset
Level of theory: wB97M-V/def2-TZVPD

Last column: Mulliken charge in e.
Geometry (Å):
C 3.063 0.159 0.403  -0.682
C 2.565 1.005 -0.691  -0.482
C 2.040 -0.686 0.733  -0.348
C 1.261 0.653 -0.883  -0.254
C -2.317 0.740 0.949  -0.185
C -2.526 0.836 -0.514  -0.199
C -1.195 0.201 1.370  -0.617
C -1.871 0.037 -1.403  -0.354
C -0.292 -1.008 0.059  0.434
N 1.017 -0.427 -0.106  0.271
O -0.971 -1.017 -1.123  -0.408
O -0.339 -2.267 0.599  -0.554
H 3.958 0.074 0.935  0.453
H 2.922 1.827 -1.305  0.385
H 1.965 -1.370 1.552  0.370
H 0.524 1.149 -1.472  0.359
H -2.916 1.272 1.734  0.334
H -3.180 1.612 -0.818  0.407
H -0.904 0.080 2.332  0.407
H -2.011 0.117 -2.538  0.339
H -0.793 -2.987 0.188  0.322

net charge	0
Kohn-Sham gap	9.18	eV
spin multiplicity	1
molar mass	163.18	Da

#2
Formula: C9H9NO2
Source: the Open Molecules 2025 dataset
Level of theory: wB97M-V/def2-TZVPD

Last column: Mulliken charge in e.
Geometry (Å):
N 3.067 1.299 -0.219  -0.729
C 1.786 0.658 -0.414  -0.328
C 0.660 1.439 0.237  -0.524
C -0.749 0.717 0.034  0.653
C -1.975 1.504 0.123  -0.851
C -3.142 0.671 0.031  -0.372
C -3.144 -0.653 -0.041  -0.316
C -1.944 -1.430 -0.253  -0.698
C -0.749 -0.670 -0.102  0.547
O 0.502 -1.430 0.126  -0.413
C 1.741 -0.921 0.020  0.644
O 2.768 -1.523 0.298  -0.610
H 3.778 0.545 -0.475  0.317
H 3.321 1.357 0.876  0.328
H 1.655 0.627 -1.409  0.422
H 0.709 1.349 1.386  0.259
H 0.535 2.514 -0.271  0.308
H -1.974 2.588 0.246  0.398
H -4.100 1.232 0.198  0.265
H -4.092 -1.137 -0.015  0.381
H -2.359 -2.430 -0.210  0.320

net charge	0
Kohn-Sham gap	10.05	eV
spin multiplicity	1
molar mass	163.18	Da

Pick #2: it beats the second-best structure by 0.0784 hartree.

#1
Formula: C8H9NO2S
Source: the Open Molecules 2025 dataset
Level of theory: wB97M-V/def2-TZVPD

Last column: Mulliken charge in e.
Geometry (Å):
C 1.707 0.526 -2.369  -0.355
C 1.949 -0.601 -1.652  -0.711
C 0.645 1.394 -1.975  -0.564
C 1.038 -0.956 -0.680  -0.162
C -0.249 1.009 -1.046  -0.537
C -0.033 -0.148 -0.260  1.092
C 0.368 0.047 2.412  0.777
C -0.894 -0.520 0.854  -0.474
N -2.132 0.207 1.143  -0.122
O -0.177 1.004 2.854  -0.602
O 1.206 -0.793 2.469  -0.498
S -1.285 -2.300 1.033  -0.197
H 2.364 0.904 -3.217  0.275
H 2.914 -1.064 -1.847  0.350
H 0.441 2.347 -2.499  0.318
H 1.225 -1.854 -0.083  0.291
H -1.198 1.639 -0.778  -0.177
H -2.164 1.106 0.456  0.335
H -2.947 -0.448 1.049  0.408
H -2.203 0.698 2.041  0.350
H -0.574 -2.197 2.093  0.205

net charge	0
Kohn-Sham gap	7.55	eV
spin multiplicity	1
molar mass	183.23	Da

#2
Formula: C8H9NO2S
Source: the Open Molecules 2025 dataset
Level of theory: wB97M-V/def2-TZVPD

Last column: Mulliken charge in e.
Geometry (Å):
C -1.308 3.801 0.307  -1.133
C -0.493 2.534 0.502  0.732
O 0.568 2.687 1.052  -0.605
N -0.914 1.366 0.022  -0.188
C -0.127 0.248 -0.177  0.182
C 1.146 0.182 0.152  0.044
C 1.998 -0.979 0.102  -0.667
C 1.907 -2.321 0.005  -0.221
C 0.800 -3.277 -0.191  -0.563
C -0.512 -2.933 -0.472  0.466
O -1.524 -3.767 -0.655  -0.457
S -1.015 -1.171 -0.951  -0.422
H -0.794 4.698 0.549  0.356
H -1.382 3.926 -0.845  0.266
H -2.253 3.921 0.916  0.293
H -1.857 1.210 -0.386  0.200
H 1.526 1.113 0.399  0.621
H 2.989 -0.699 0.421  0.241
H 2.747 -3.015 0.190  0.248
H 0.749 -4.345 0.016  0.284
H -2.251 -3.178 -0.958  0.323

net charge	0
Kohn-Sham gap	7.55	eV
spin multiplicity	1
molar mass	183.23	Da

Pick #1: it beats the second-best structure by 0.0321 hartree.